[1]
{
  "formula": "C6H7IN2",
  "method": "the ωB97M-V functional and the def2-TZVPD basis",
  "homo_energy_ev": [-7.9, -7.9],
  "total_charge": 0,
  "fmax_ev_per_a": 3.27,
  "total_energy_ha": -639.868196,
  "de_lowest_kcal_mol": 64.2,
  "mol_weight_g_mol": 234.0,
  "spin_multiplicity": 1,
  "species": ["I", "N", "N", "C", "C", "C", "C", "C", "C", "H", "H", "H", "H", "H", "H", "H"],
  "xyz": [[-3.58720, 0.10201, -0.07533], [1.05800, -1.49417, 0.37596], [0.54815, 1.48390, 0.57118], [-0.57718, 0.93198, -0.07205], [0.38821, -2.17898, -0.35390], [1.88339, -0.56088, 0.77767], [-0.52920, 0.35200, -1.43622], [1.59186, 0.89632, 0.90589], [-1.75569, 0.91469, 0.58426], [-1.51351, 0.41740, -1.83680], [-1.90323, 1.46124, 1.46385], [0.17306, 0.65368, -2.15176], [2.75349, -0.91094, 1.14555], [2.22692, 1.47987, 1.57505], [-0.30445, -0.69264, -1.23886], [-0.45262, -2.85548, -0.23451]],
  "forces_ev_per_angstrom": [[0.53, 0.16, 0.07], [-0.08, 0.38, -1.02], [-2.38, 1.54, -0.87], [-0.39, 0.09, 0.40], [0.53, -0.16, 0.74], [-2.56, 1.23, -0.47], [-0.40, -0.98, 0.90], [0.22, -2.39, 0.83], [0.42, 0.00, -0.95], [-0.58, 0.00, -0.63], [0.02, 0.37, 1.33], [1.24, 0.99, -0.63], [2.86, -1.02, 1.21], [0.65, -0.27, -0.53], [-0.24, -0.16, -0.78], [0.17, 0.20, 0.41]],
  "lowdin_charge": [0.79, -0.02, 0.08, -0.45, 0.10, -0.08, -0.08, -0.14, -0.56, 0.01, 0.00, 0.08, 0.06, 0.11, 0.01, 0.08]
}

***

[2]
{
  "formula": "C6H7LaLiO3",
  "method": "the ωB97M-V functional and the def2-TZVPD basis",
  "homo_energy_ev": [-18.1, -18.8],
  "total_charge": 3,
  "fmax_ev_per_a": 4.60,
  "total_energy_ha": -496.273328,
  "mol_weight_g_mol": 273.0,
  "spin_multiplicity": 1,
  "species": ["La", "O", "O", "O", "C", "C", "C", "C", "C", "C", "Li", "H", "H", "H", "H", "H", "H", "H"],
  "xyz": [[0.78552, 0.51946, 2.42724], [0.76699, 2.63040, 2.09127], [-1.70489, -1.93155, -0.53241], [-0.03458, -1.40899, 1.48054], [-0.08411, 0.18796, -1.78869], [0.38354, 3.05885, 0.92909], [0.03785, -1.86828, -0.90338], [0.00901, 1.25641, -0.92310], [-0.32455, -2.20791, 0.52346], [0.17490, 2.18146, -0.09884], [1.24484, 3.77685, 3.55641], [0.20386, 4.13345, 0.80063], [0.96048, -2.48495, -0.95548], [-0.30546, -3.29071, 0.75184], [0.79338, 0.07418, -2.43486], [-1.98152, -2.85038, -0.59052], [-1.03186, 0.17699, -2.34146], [0.10661, -1.95325, -1.99174]],
  "forces_ev_per_angstrom": [[-0.57, -3.26, -0.70], [1.47, 0.20, 3.39], [-0.26, -0.58, 2.04], [-0.20, 1.07, 0.41], [0.47, -1.57, -0.65], [-1.47, 2.87, -3.28], [2.59, 1.74, -1.18], [0.62, 1.48, 2.49], [-0.74, 1.06, -1.77], [-0.06, -1.97, -0.50], [0.05, 1.02, 0.02], [-0.07, -0.41, 0.05], [1.20, -0.52, 0.26], [-0.31, 0.45, -0.14], [-0.16, -0.23, 0.19], [-0.86, -0.70, -0.45], [0.17, -0.52, 0.20], [-1.86, -0.14, -0.38]],
  "lowdin_charge": [2.46, -0.56, 0.06, -0.33, 0.06, -0.29, 0.01, -0.02, -0.27, -0.02, 0.89, 0.15, 0.15, 0.19, 0.13, 0.12, 0.14, 0.14]
}